The following is a quantum chemistry calculation of a molecular structure, C28H48AsN3O10OsS2Si, from OMol25.

Calculated values
Kohn-Sham gap = 7.10 eV
E_HOMO = -7.51 eV
Total energy = -5424.9079 Eh
LUMO = -0.407 eV
Spin multiplicity = 1

Element x y z (Å)
1 Os 0.343 0.163 -0.832
2 O 0.833 3.488 2.187
3 As -0.150 2.897 0.843
4 O -1.704 3.036 1.244
5 O 0.580 1.348 0.672
6 C 0.639 4.010 -0.539
7 C 1.316 5.158 -0.140
8 C 1.934 5.976 -1.075
9 C 1.887 5.657 -2.425
10 C 1.213 4.521 -2.837
11 C 0.604 3.709 -1.893
12 S -0.213 2.267 -2.493
13 O -0.993 1.731 -1.317
14 O -0.945 2.613 -3.659
15 O 0.839 1.209 -2.651
16 H 0.237 3.663 2.926
17 H 1.365 5.407 0.910
18 H 2.453 6.865 -0.744
19 H 2.367 6.293 -3.156
20 H 1.147 4.266 -3.887
21 C 3.596 1.067 3.765
22 C 3.847 0.566 2.349
23 C 5.013 -0.415 2.309
24 C 4.095 1.740 1.409
25 O 2.681 -0.087 1.856
26 Si 1.633 -1.217 2.352
27 S 0.164 -1.449 0.866
28 O 2.508 -2.628 2.361
29 C 2.317 -3.856 3.080
30 C 3.181 -4.889 2.363
31 C 0.855 -4.282 3.040
32 C 2.803 -3.676 4.514
33 O 1.082 -1.080 3.874
34 C 0.030 -0.405 4.579
35 C -0.393 0.846 3.829
36 C 0.593 -0.048 5.947
37 C -1.139 -1.375 4.714
38 H 4.457 1.633 4.127
39 H 3.417 0.234 4.447
40 H 2.723 1.724 3.769
41 H 5.934 0.063 2.649
42 H 5.163 -0.771 1.288
43 H 4.805 -1.275 2.946
44 H 5.011 2.269 1.677
45 H 3.256 2.434 1.460
46 H 4.185 1.375 0.384
47 H 2.798 -5.070 1.356
48 H 3.176 -5.838 2.900
49 H 4.211 -4.532 2.297
50 H 0.498 -4.329 2.009
51 H 0.231 -3.577 3.588
52 H 0.737 -5.268 3.494
53 H 3.865 -3.425 4.524
54 H 2.662 -4.599 5.080
55 H 2.248 -2.877 5.000
56 H 0.479 1.491 3.707
57 H -1.165 1.389 4.378
58 H -0.778 0.598 2.843
59 H 1.422 0.654 5.847
60 H 0.957 -0.944 6.452
61 H -0.179 0.411 6.566
62 H -1.535 -1.620 3.727
63 H -1.940 -0.931 5.307
64 H -0.813 -2.294 5.206
65 N 3.871 -1.894 -2.359
66 C 2.895 -1.819 -1.418
67 N 2.758 -2.840 -0.579
68 O 2.195 -0.777 -1.403
69 H 4.309 -2.773 -2.569
70 H 3.815 -1.211 -3.095
71 H 3.485 -3.534 -0.522
72 H 2.170 -2.734 0.241
73 C -3.123 -0.450 1.409
74 N -4.066 -0.372 0.309
75 C -4.787 -1.614 0.130
76 C -3.472 0.164 -0.911
77 C -2.560 -0.793 -1.687
78 C -3.215 -1.594 -2.622
79 C -2.593 -2.622 -3.314
80 C -1.273 -2.906 -3.034
81 C -0.591 -2.129 -2.106
82 C -1.181 -1.017 -1.496
83 H -3.665 -0.672 2.332
84 H -2.630 0.516 1.529
85 H -2.359 -1.228 1.263
86 H -5.313 -1.858 1.055
87 H -4.135 -2.465 -0.124
88 H -5.531 -1.504 -0.663
89 H -2.972 1.082 -0.640
90 H -4.295 0.427 -1.582
91 H -4.267 -1.403 -2.800
92 H -3.149 -3.213 -4.029
93 H -0.769 -3.740 -3.506
94 H 0.421 -2.417 -1.855


The following is a quantum chemistry calculation of a molecular structure, C28H48BBr6O22S4, from OMol25.

Calculated values
Kohn-Sham gap = 7.42 eV
E_HOMO = -7.81 eV
Total energy = -19812.8292 Eh
LUMO = -0.390 eV
Charge = -1
Spin multiplicity = 1

Element x y z (Å)
1 O -0.596 -1.127 2.981
2 C -0.154 -0.919 1.823
3 O 0.852 -0.131 1.499
4 B 0.885 0.012 0.024
5 O -0.223 -0.826 -0.513
6 C -0.851 -1.413 0.503
7 O -1.875 -2.142 0.394
8 O 2.217 -0.237 -0.560
9 C 2.665 0.759 -1.212
10 O 3.782 0.835 -1.787
11 C 1.652 1.841 -1.106
12 O 0.677 1.405 -0.357
13 O 1.685 2.991 -1.609
14 Br -3.998 1.449 -0.730
15 C -3.157 2.908 -1.803
16 C -2.365 3.860 -0.906
17 Br -1.955 5.497 -1.917
18 H -3.950 3.283 -2.451
19 H -2.412 2.577 -2.527
20 H -1.425 3.474 -0.511
21 H -3.024 4.285 -0.150
22 Br -3.842 -0.547 -3.700
23 C -5.273 -1.426 -2.733
24 C -4.754 -2.346 -1.678
25 Br -6.239 -3.051 -0.609
26 H -5.872 -1.953 -3.476
27 H -5.954 -0.737 -2.233
28 H -4.068 -1.801 -1.030
29 H -4.223 -3.161 -2.171
30 Br 0.906 -3.400 5.025
31 C -0.171 -4.284 3.686
32 C -0.007 -5.811 4.044
33 Br 1.914 -6.231 3.854
34 H 0.155 -4.087 2.664
35 H -1.137 -3.786 3.767
36 H -0.445 -6.422 3.254
37 H -0.270 -5.944 5.094
38 O -3.891 -6.164 -0.171
39 S -3.377 -6.304 1.209
40 O -3.908 -7.322 2.153
41 O -1.752 -6.463 1.088
42 C -0.928 -5.583 0.327
43 C 0.423 -6.314 0.382
44 C -3.456 -4.677 2.255
45 H -0.903 -4.525 0.587
46 H -1.396 -5.549 -0.657
47 H 1.018 -5.866 -0.414
48 H 0.374 -7.383 0.176
49 H 0.986 -6.159 1.302
50 H -2.927 -4.775 3.203
51 H -4.494 -4.481 2.523
52 H -3.006 -3.919 1.613
53 O -4.809 -2.817 5.872
54 S -3.384 -2.704 5.493
55 O -2.442 -3.850 5.599
56 O -3.347 -1.982 4.012
57 C -4.420 -1.078 3.688
58 C -4.154 -0.387 2.303
59 C -2.634 -1.261 6.440
60 H -4.689 -0.425 4.518
61 H -5.316 -1.684 3.554
62 H -3.234 0.196 2.266
63 H -4.945 0.322 2.059
64 H -4.068 -1.198 1.580
65 H -2.412 -1.587 7.456
66 H -3.378 -0.490 6.639
67 H -1.782 -0.969 5.825
68 O 2.019 3.563 -6.416
69 S 0.596 3.292 -6.389
70 O -0.275 3.763 -7.445
71 O 0.357 1.606 -6.207
72 C 1.199 0.996 -5.173
73 C 0.419 0.564 -3.885
74 C 0.058 4.005 -4.776
75 H 2.026 1.685 -5.002
76 H 1.639 0.105 -5.622
77 H -0.006 1.362 -3.277
78 H 1.068 -0.063 -3.273
79 H -0.383 -0.141 -4.103
80 H -0.930 3.629 -4.510
81 H -0.024 5.084 -4.903
82 H 0.736 3.775 -3.954
83 O 4.260 7.200 -4.406
84 S 3.830 5.942 -3.770
85 O 2.630 5.327 -4.296
86 O 5.069 4.914 -3.660
87 C 4.761 3.570 -3.263
88 C 6.190 2.918 -3.357
89 C 3.578 6.224 -1.903
90 H 4.000 3.167 -3.932
91 H 4.472 3.565 -2.212
92 H 6.318 2.629 -4.400
93 H 6.161 2.046 -2.704
94 H 7.028 3.531 -3.023
95 H 4.509 6.631 -1.510
96 H 3.404 5.287 -1.375
97 H 2.897 7.052 -1.705
98 C 5.723 2.894 3.575
99 C 4.496 3.039 4.115
100 C 3.252 2.688 3.395
101 O 2.163 2.886 3.904
102 C 3.466 1.958 2.170
103 C 4.740 1.830 1.605
104 C 5.968 2.379 2.198
105 O 7.131 2.391 1.747
106 H 6.592 2.975 4.211
107 H 4.567 3.278 5.165
108 H 2.634 1.366 1.820
109 H 4.766 1.086 0.823


The following is a quantum chemistry calculation of a molecular structure, C28H48ClN5Pb, from OMol25.

Calculated values
Kohn-Sham gap (spin up / spin down) = 3.86 / 1.60 eV
E_HOMO (spin up / spin down) = 0.28 / 2.55 eV
Total energy = -2022.3956 Eh
LUMO (spin up / spin down) = 4.136 / 4.149 eV
Charge = -2
Spin multiplicity = 1

Element x y z (Å)
1 Pb 0.691 -0.759 -0.390
2 Cl -0.178 0.375 -2.550
3 C 2.975 -4.452 -0.645
4 C 2.129 -2.400 -0.977
5 N 1.847 -3.722 -0.944
6 H 5.025 -3.732 -0.289
7 N 3.457 -2.324 -0.742
8 H 2.963 -5.522 -0.555
9 C 0.464 -4.238 -1.049
10 C 0.524 -5.732 -1.306
11 C -0.318 -3.981 0.246
12 H 0.965 -6.284 -0.467
13 H -0.507 -6.083 -1.437
14 H 1.074 -5.950 -2.229
15 H -1.104 -4.105 -2.510
16 H 0.483 -3.540 -3.088
17 H -0.644 -2.935 0.379
18 C -0.202 -3.546 -2.231
19 H 0.256 -4.285 1.136
20 H -1.236 -4.585 0.212
21 H -0.503 -2.509 -2.036
22 C 3.983 -3.571 -0.512
23 C 3.950 -0.463 0.837
24 H 4.346 -1.145 1.602
25 H 4.499 0.487 0.905
26 C 4.164 -1.032 -0.568
27 H 4.509 0.453 -2.094
28 C 5.648 -1.273 -0.762
29 H 5.859 -1.671 -1.761
30 H 2.901 -0.231 1.080
31 H 3.000 0.717 -1.226
32 H 6.064 -1.938 0.002
33 H 6.150 -0.303 -0.665
34 C 3.651 -0.060 -1.643
35 H 3.111 -0.561 -2.457
36 C -3.982 3.701 -1.345
37 N -3.675 2.684 -0.449
38 H -2.781 5.492 -1.850
39 N -2.060 4.097 -0.350
40 H -4.844 3.656 -1.992
41 C -4.213 1.325 -0.593
42 C -5.728 1.385 -0.568
43 C -3.745 0.782 -1.939
44 H -6.139 1.903 -1.440
45 H -6.089 0.350 -0.585
46 H -6.093 1.860 0.351
47 H -4.143 -0.501 0.498
48 H -3.901 0.941 1.517
49 H -2.650 0.750 -1.990
50 C -3.680 0.489 0.544
51 H -4.125 1.394 -2.770
52 H -4.123 -0.237 -2.062
53 H -2.601 0.331 0.459
54 C -2.971 4.596 -1.273
55 C -0.105 3.975 -1.770
56 H -0.615 4.516 -2.579
57 H 0.967 4.195 -1.828
58 C -0.628 4.419 -0.405
59 H 1.132 3.932 0.701
60 C -0.443 5.916 -0.258
61 H -0.878 6.282 0.680
62 H -0.247 2.895 -1.913
63 H 0.013 2.589 0.551
64 H -0.866 6.470 -1.101
65 H 0.637 6.108 -0.231
66 C 0.068 3.669 0.705
67 H -0.356 3.919 1.683
68 C -2.561 2.990 0.223
69 C 1.714 -2.331 2.732
70 C 0.806 -1.251 3.184
71 C 0.476 -0.998 4.547
72 C -0.411 0.083 4.541
73 C -0.592 0.462 3.179
74 C -1.457 1.584 2.786
75 N 0.153 -0.361 2.370
76 H 1.296 -3.317 2.994
77 H 2.688 -2.232 3.239
78 H 1.893 -2.319 1.647
79 H 0.869 -1.567 5.383
80 H -0.903 0.580 5.367
81 H -2.463 1.424 3.197
82 H -1.080 2.509 3.242
83 H -1.563 1.760 1.707


The following is a quantum chemistry calculation of 5 unconnected molecules or ions with the total composition C28H48ClO4P, from OMol25.

Calculated values
SMILES = C=CP(CCCCl)Cc1ccccc1.C1CCOC1.C1CCOC1.C1CCOC1.C1CCOC1
Kohn-Sham gap = 6.76 eV
E_HOMO = -6.98 eV
Total energy = -2197.9820 Eh
LUMO = -0.226 eV
Spin multiplicity = 1

Element x y z (Å)
1 C 2.390 2.467 -0.240
2 C 1.255 3.038 -0.874
3 P -0.161 1.915 -0.877
4 C -1.187 2.273 0.656
5 C -0.947 1.053 1.596
6 C -1.754 -0.159 1.133
7 Cl -3.522 0.078 1.396
8 C -1.221 2.224 -2.417
9 C -1.125 0.932 -3.229
10 C -0.086 0.801 -4.160
11 C 0.037 -0.398 -4.881
12 C -0.882 -1.429 -4.624
13 C -1.932 -1.288 -3.708
14 C -2.059 -0.089 -2.987
15 H 2.982 1.749 -0.813
16 H 2.607 2.716 0.803
17 H 1.257 4.032 -1.346
18 H -2.229 2.330 0.316
19 H -0.884 3.201 1.152
20 H 0.112 0.783 1.446
21 H -1.068 1.300 2.654
22 H -1.434 -1.021 1.730
23 H -1.538 -0.422 0.091
24 H -2.243 2.379 -2.052
25 H -0.846 3.080 -2.988
26 H 0.595 1.645 -4.278
27 H 0.835 -0.507 -5.609
28 H -0.775 -2.372 -5.156
29 H -2.665 -2.068 -3.524
30 H -2.831 0.105 -2.247
31 C 2.577 -3.097 -0.290
32 C 3.160 -2.066 -1.247
33 C 1.927 -1.259 -1.625
34 O 1.053 -1.298 -0.494
35 C 1.518 -2.281 0.435
36 H 3.311 -3.537 0.386
37 H 2.106 -3.906 -0.855
38 H 3.877 -1.431 -0.718
39 H 3.664 -2.501 -2.110
40 H 1.402 -1.706 -2.476
41 H 2.158 -0.221 -1.868
42 H 1.944 -1.757 1.300
43 H 0.676 -2.887 0.776
44 C 5.197 3.666 -5.275
45 C 3.942 3.873 -6.111
46 C 2.904 3.099 -5.313
47 O 3.305 3.176 -3.941
48 C 4.636 3.693 -3.861
49 H 5.966 4.419 -5.441
50 H 5.629 2.684 -5.488
51 H 3.681 4.934 -6.135
52 H 4.034 3.523 -7.139
53 H 2.886 2.041 -5.600
54 H 1.897 3.505 -5.420
55 H 4.581 4.717 -3.476
56 H 5.220 3.092 -3.163
57 C -5.256 -3.224 2.480
58 C -5.908 -3.947 3.651
59 C -5.404 -5.369 3.457
60 O -4.115 -5.265 2.842
61 C -3.909 -3.921 2.393
62 H -5.168 -2.148 2.620
63 H -5.831 -3.403 1.567
64 H -5.532 -3.541 4.593
65 H -6.995 -3.879 3.661
66 H -6.058 -5.934 2.785
67 H -5.315 -5.917 4.396
68 H -3.176 -3.449 3.056
69 H -3.503 -3.933 1.381
70 C 0.355 -0.432 6.494
71 C -0.226 0.865 7.040
72 C 0.283 1.884 6.032
73 O 0.389 1.200 4.778
74 C 0.253 -0.209 4.993
75 H -0.172 -1.325 6.826
76 H 1.403 -0.524 6.789
77 H -1.318 0.824 7.013
78 H 0.080 1.089 8.061
79 H 1.278 2.251 6.305
80 H -0.385 2.739 5.924
81 H -0.727 -0.518 4.612
82 H 1.026 -0.738 4.434


The following is a quantum chemistry calculation of a molecular structure, C28H48F12O12Zr, from OMol25.

Calculated values
Kohn-Sham gap = 9.41 eV
E_HOMO = -8.92 eV
Total energy = -3244.1861 Eh
LUMO = 0.490 eV
ΔE to the lowest compared entry with this formula, charge and spin = 0.0 kJ/mol
Spin multiplicity = 1

Element x y z (Å)
1 Zr -0.110 0.152 0.120
2 C -2.249 2.289 -1.624
3 O -2.168 1.574 -2.842
4 O -1.377 1.672 -0.808
5 C -2.005 3.805 -1.823
6 F -0.893 4.035 -2.518
7 F -3.100 4.274 -2.454
8 F -1.887 4.502 -0.701
9 C -3.038 1.887 -3.931
10 C -3.213 0.625 -4.754
11 H -3.792 -0.204 -4.355
12 H -3.680 0.921 -5.698
13 H -2.201 0.294 -5.001
14 H -2.561 2.684 -4.501
15 H -4.045 2.199 -3.636
16 H -3.264 2.224 -1.208
17 C 0.733 -2.110 -2.311
18 O 1.926 -2.500 -1.674
19 O 0.207 -1.027 -1.717
20 C 0.943 -2.063 -3.850
21 F 0.014 -1.306 -4.456
22 F 2.138 -1.535 -4.143
23 F 0.849 -3.268 -4.399
24 C 2.226 -3.888 -1.751
25 C 3.402 -4.187 -0.835
26 H 3.098 -4.100 0.212
27 H 3.776 -5.196 -1.000
28 H 4.210 -3.458 -0.883
29 H 2.375 -4.249 -2.768
30 H 1.451 -4.529 -1.314
31 H 0.012 -2.946 -2.244
32 C -0.369 -2.253 2.583
33 O -1.697 -2.628 2.251
34 O 0.089 -1.427 1.632
35 C -0.283 -1.647 4.001
36 F 0.944 -1.129 4.236
37 F -1.193 -0.675 4.213
38 F -0.458 -2.557 5.003
39 C -2.330 -3.605 3.066
40 C -3.540 -4.091 2.221
41 H -3.140 -4.564 1.332
42 H -4.051 -4.829 2.845
43 H -4.223 -3.250 2.114
44 H -2.593 -3.132 4.013
45 H -1.772 -4.527 3.263
46 H 0.323 -3.108 2.592
47 C 1.339 2.712 2.012
48 O 2.559 2.709 1.287
49 O 0.572 1.740 1.462
50 C 1.636 2.522 3.532
51 F 2.481 3.450 4.008
52 F 0.483 2.671 4.219
53 F 2.142 1.317 3.806
54 C 3.450 3.796 1.393
55 C 4.725 3.266 0.702
56 H 5.559 3.967 0.793
57 H 5.099 2.365 1.193
58 H 4.571 2.924 -0.321
59 H 3.816 4.083 2.381
60 H 3.097 4.728 0.935
61 H 0.859 3.695 1.893
62 C -2.491 2.212 3.450
63 C -2.733 0.953 2.671
64 O -1.950 0.729 1.773
65 C -3.878 0.036 2.983
66 H -1.427 2.435 3.494
67 H -2.844 2.170 4.481
68 H -2.939 3.056 2.919
69 H -3.888 -0.919 2.458
70 H -4.785 0.516 2.595
71 H -3.987 -0.173 4.045
72 C -2.932 -2.772 -1.690
73 C -3.039 -1.523 -0.827
74 O -2.032 -1.038 -0.375
75 C -4.335 -0.778 -0.641
76 H -3.829 -2.814 -2.313
77 H -3.001 -3.644 -1.042
78 H -2.052 -2.641 -2.310
79 H -4.111 -0.099 0.178
80 H -5.152 -1.438 -0.343
81 H -4.589 -0.337 -1.605
82 C 1.986 3.717 -1.925
83 C 2.029 2.209 -2.094
84 O 1.532 1.488 -1.265
85 C 2.493 1.604 -3.412
86 H 1.495 4.109 -2.819
87 H 2.992 4.130 -1.870
88 H 1.346 3.925 -1.072
89 H 3.464 1.906 -3.792
90 H 1.664 1.809 -4.094
91 H 2.482 0.533 -3.211
92 C 3.460 -1.154 2.220
93 C 3.333 -0.693 0.807
94 O 2.302 -0.309 0.305
95 C 4.543 -0.611 -0.087
96 H 2.755 -0.757 2.945
97 H 4.476 -1.170 2.610
98 H 3.161 -2.209 2.131
99 H 5.180 0.220 0.231
100 H 4.237 -0.296 -1.084
101 H 5.192 -1.474 -0.218